The following is a quantum chemistry calculation of an isolated ion of composition C6H14S2 and charge +1 in a non-equilibrium geometry, from the Open Molecules 2025 dataset.

Cartesian coordinates (Å):
C1 -1.290 -0.800 -1.762
C2 -2.764 -0.914 -1.358
C3 -0.297 -1.725 -1.081
S1 -0.084 -1.598 0.755
S2 -0.741 0.217 1.318
C4 0.427 1.382 0.486
C5 1.888 1.088 0.834
C6 2.188 1.025 2.324
H1 -1.169 -0.890 -2.829
H2 -0.992 0.202 -1.486
H3 -3.312 -0.340 -2.097
H4 -3.075 -1.934 -1.196
H5 -2.972 -0.350 -0.454
H6 -0.516 -2.781 -1.213
H7 0.707 -1.473 -1.430
H8 0.275 1.356 -0.586
H9 0.152 2.355 0.893
H10 2.327 1.983 0.382
H11 2.282 0.227 0.301
H12 2.478 0.039 2.679
H13 3.113 1.548 2.568
H14 1.374 1.382 2.953

Summary:
HOMO-LUMO gap (spin up / spin down), eV: 10.75 / 6.76
Charge: +1
Multiplicity: 2
⟨S²⟩: 0.7552
LUMO (spin up / spin down), eV: -3.83 / -7.90